DFT (wB97M-V/def2-TZVPD) results for 9 unconnected molecules or ions with the total composition C72H162N9O9.

Results
**Total charge**: +9
**LUMO energy**: -0.77697 Eh
**DFT total energy**: -108999.8867 eV
**Molecular weight**: 1298.1 g mol⁻¹
**Frontier orbital gap**: 3.41 eV
**HOMO level**: -24.548 eV

Atoms and positions in Å:
C -6.75471 4.78635 1.18605
O -6.32439 4.89095 2.55784
C -6.30206 3.58741 3.16239
C -5.58970 3.66578 4.54817
N -4.17069 4.34189 4.51339
H -4.07584 5.11599 3.87162
H -3.92115 4.59490 5.45881
C -3.08051 3.37813 3.93420
C -1.93268 4.18490 3.27078
O -2.28168 5.35243 2.57564
C -3.14887 5.30134 1.46896
H -5.89360 4.39479 0.64451
H -6.91224 5.80670 0.83651
H -7.60546 4.11526 1.06792
H -5.85156 2.84198 2.50705
H -7.29438 3.18501 3.36608
H -5.54391 2.66126 4.96882
H -6.25109 4.27262 5.16654
H -3.52633 2.78589 3.13508
H -2.80523 2.71069 4.75081
H -1.33131 3.57772 2.59417
H -1.32621 4.50344 4.11862
H -2.52959 5.08883 0.59751
H -3.76133 6.20179 1.42221
H -3.96561 4.58152 1.52256
C -3.29169 -2.08407 9.93122
O -3.38023 -0.67844 9.58844
C -2.22122 0.03653 9.79606
C -2.32249 1.28993 8.83545
N -2.49524 0.90735 7.32267
H -3.34051 0.40822 7.08499
H -2.62386 1.74488 6.77303
C -1.35154 0.00268 6.74193
C -0.86885 0.41756 5.30977
O -0.60163 1.78554 5.14383
C 0.44765 2.38011 5.86529
H -3.12017 -2.09388 11.00759
H -2.54069 -2.62872 9.35899
H -4.27641 -2.50192 9.72182
H -1.33622 -0.52591 9.49852
H -2.05551 0.33447 10.83137
H -1.40706 1.87663 8.75879
H -3.16042 1.96934 8.99159
H -1.72120 -1.01205 6.59437
H -0.53602 -0.09387 7.45866
H -1.62493 0.06241 4.60955
H 0.05983 -0.06767 5.00945
H 1.29375 2.43851 5.18061
H 0.84873 1.69798 6.61491
H 0.13148 3.35752 6.22975
C -9.48684 0.82023 1.65370
O -9.39967 -0.61477 1.59809
C -9.55194 -1.35616 2.80240
C -8.32548 -1.21788 3.68889
N -7.09838 -1.06322 2.77571
H -7.32603 -0.38561 2.06219
H -6.32083 -0.64036 3.26223
C -6.60743 -2.32143 2.12061
C -5.66693 -1.81745 1.04520
O -6.33598 -1.12206 -0.03159
C -5.65140 0.03920 -0.55372
H -10.51536 1.13263 1.83439
H -9.37504 1.10798 0.60833
H -8.84954 1.21447 2.44524
H -9.77391 -2.41291 2.65372
H -10.40440 -1.12254 3.44024
H -8.10822 -2.02409 4.38955
H -8.36213 -0.31375 4.29659
H -7.44614 -2.88311 1.70927
H -6.19465 -2.90078 2.94648
H -5.11934 -2.61879 0.54913
H -4.92165 -1.16724 1.50331
H -4.63133 -0.17725 -0.87108
H -5.54074 0.88095 0.12988
H -6.17968 0.52986 -1.37120
C 8.00101 -1.33229 -3.91513
C 7.02688 -2.55851 -4.15015
C 6.87295 -3.13430 -2.63448
C 5.52327 -3.88609 -2.33056
C 4.36270 -2.90850 -2.67827
C 4.30826 -2.37183 -4.16236
N 5.75753 -1.98054 -4.69691
O 5.75145 -1.25529 -5.90356
C 3.30157 -1.16962 -4.31744
C 3.94269 -3.53174 -5.10284
C 7.73693 -3.66115 -5.04737
H 7.54992 -0.53585 -3.32327
H 8.28021 -0.82193 -4.83691
H 8.98844 -1.67694 -3.60804
H 7.06505 -2.27582 -1.99089
H 7.74625 -3.76047 -2.45187
H 5.37539 -4.21966 -1.30343
H 5.41239 -4.78551 -2.93625
H 4.56779 -1.98995 -2.12846
H 3.40509 -3.27461 -2.30808
H 3.37427 -0.82903 -5.35031
H 3.56720 -0.37035 -3.62556
H 2.23401 -1.37253 -4.23239
H 3.73264 -3.20450 -6.12112
H 3.03833 -3.98466 -4.69652
H 4.59567 -4.39835 -5.20617
H 6.93904 -4.08830 -5.65483
H 8.09229 -4.52821 -4.49055
H 8.54136 -3.29750 -5.68671
C 1.90148 0.66896 -1.15262
C 0.38329 0.95536 -1.60248
C -0.33861 -0.27619 -2.27144
C -0.56327 -1.52032 -1.27714
C -1.40769 -1.12392 -0.17138
C -0.82626 0.05531 0.70197
N -0.35561 1.19564 -0.22186
O -0.15282 2.39292 0.32219
C 0.31608 -0.44928 1.53865
C -1.95022 0.60177 1.60366
C 0.34167 2.20533 -2.49940
H 2.18687 1.41436 -0.41031
H 2.52473 0.93191 -2.00732
H 2.15513 -0.33598 -0.81519
H 0.18966 -0.68840 -3.13116
H -1.27209 0.18429 -2.59493
H 0.42558 -1.71033 -0.85983
H -0.74407 -2.42526 -1.85721
H -1.61590 -2.01181 0.42560
H -2.38582 -0.82221 -0.54600
H 0.02897 -1.14607 2.32615
H 0.83111 0.38238 2.01947
H 1.08367 -1.01876 1.01463
H -2.77750 1.05675 1.05894
H -1.57882 1.32789 2.32680
H -2.46056 -0.22328 2.10058
H 0.95828 2.99694 -2.07366
H -0.64367 2.65945 -2.60416
H 0.74701 2.16219 -3.51030
C 3.57276 2.11189 -5.43043
C 3.40002 3.60444 -5.65684
C 2.78017 4.30105 -4.40107
C 3.69823 4.21872 -3.13115
C 4.99203 5.01683 -3.46699
C 5.74283 4.68473 -4.78295
N 4.74858 4.26355 -5.85000
O 5.29852 4.07400 -7.11026
C 6.64306 3.42753 -4.47442
C 6.53957 5.93919 -5.22553
C 2.43571 3.94022 -6.86511
H 3.99812 1.88250 -4.45342
H 4.14073 1.55014 -6.17200
H 2.56056 1.71257 -5.36624
H 1.75490 3.94405 -4.30372
H 2.64341 5.34154 -4.69565
H 3.89792 3.20830 -2.77436
H 3.31469 4.74600 -2.25767
H 5.75429 5.00084 -2.68802
H 4.61470 6.03943 -3.47160
H 7.41917 3.73784 -3.77480
H 7.23835 3.13348 -5.33887
H 6.18284 2.55016 -4.01998
H 7.18093 5.71544 -6.07799
H 7.11088 6.35760 -4.39689
H 5.86445 6.72510 -5.56414
H 2.49900 3.19765 -7.66052
H 2.33334 4.87328 -7.41921
H 1.42175 3.77025 -6.50305
C 3.99573 -5.57069 2.65890
C 4.96956 -5.11861 1.60843
C 5.49429 -3.70127 1.79638
C 4.41349 -2.60090 1.89865
N 5.03345 -1.25985 2.45077
C 6.41436 -0.91725 1.70664
C 7.57217 -1.42481 2.68849
C 6.90504 -1.26248 4.04923
C 5.39075 -1.25545 3.98542
C 4.07452 -0.13384 2.12055
H 4.43327 -5.23033 3.59742
H 3.78778 -6.63915 2.71597
H 3.06514 -5.01172 2.56071
H 4.68553 -5.32104 0.57574
H 5.83617 -5.71493 1.89391
H 6.35633 -3.58447 1.13962
H 5.87429 -3.72497 2.81772
H 3.66146 -2.74887 2.67368
H 3.87470 -2.44695 0.96373
H 6.41263 0.17232 1.67605
H 6.42973 -1.40173 0.73035
H 8.45227 -0.79410 2.56318
H 7.79213 -2.45678 2.41508
H 7.21422 -0.36458 4.58428
H 7.34278 -1.98532 4.73769
H 5.02849 -0.32622 4.42518
H 4.85600 -2.00157 4.57317
H 4.38202 0.75945 2.66420
H 3.03719 -0.42197 2.29094
H 4.12190 0.10627 1.05838
C 1.55024 -6.00848 -0.61551
C 0.89711 -4.68577 -0.26265
C 0.34003 -4.51674 1.12399
C -1.05959 -5.25204 1.41645
N -1.53303 -5.32626 2.90645
C -2.99885 -5.93308 2.88528
C -3.92733 -4.71815 2.64447
C -3.25683 -3.48654 3.15751
C -1.76319 -3.95956 3.54841
C -0.60528 -6.21573 3.78102
H 1.73286 -6.07201 -1.68821
H 0.88854 -6.84266 -0.38224
H 2.45668 -6.25030 -0.06055
H 0.06346 -4.61541 -0.96136
H 1.65676 -4.00168 -0.64087
H 0.17679 -3.50543 1.49644
H 0.94145 -5.01385 1.88509
H -0.97696 -6.31875 1.20814
H -1.83825 -4.75648 0.83661
H -3.27019 -6.23455 3.89700
H -3.21099 -6.72149 2.16312
H -4.83975 -4.86058 3.22353
H -4.06624 -4.66799 1.56453
H -3.75570 -3.05026 4.02288
H -3.36113 -2.62142 2.50268
H -1.64561 -4.08232 4.62508
H -1.03598 -3.22448 3.20358
H 0.40322 -5.81397 3.68298
H -0.79391 -7.19770 3.34716
H -1.01307 -6.15567 4.79010
C -1.16422 5.96928 -4.24027
C -1.41510 5.66855 -5.73563
C -2.38771 4.53877 -6.01524
C -1.98191 3.23275 -5.35747
N -2.87382 2.02169 -5.79609
C -2.31085 0.68392 -5.23325
C -2.88972 -0.46704 -6.08611
C -3.40067 0.17125 -7.34987
C -2.81129 1.57371 -7.25204
C -4.29530 2.20153 -5.22957
H -0.40819 6.75056 -4.16193
H -0.70259 5.09448 -3.78232
H -2.08899 6.19367 -3.70872
H -0.49681 5.39248 -6.25392
H -1.66992 6.55630 -6.31448
H -2.59644 4.41025 -7.07733
H -3.33121 4.86149 -5.57507
H -2.25915 3.37885 -4.31348
H -0.92177 2.99942 -5.45627
H -2.49935 0.74889 -4.16164
H -1.22624 0.76493 -5.30501
H -3.68519 -1.10743 -5.70499
H -2.01334 -1.08085 -6.29421
H -4.48279 0.10167 -7.46066
H -3.06948 -0.38705 -8.22548
H -3.33899 2.25986 -7.91447
H -1.76944 1.43164 -7.53923
H -4.83375 3.06269 -5.62525
H -4.20675 2.30656 -4.14826
H -4.93669 1.33778 -5.40465